Entry 1:
{"formula": "C44H96N11O8", "method": "ωB97M-V with the def2-TZVPD basis set", "orbital_gap_ev": 8.19, "e_homo_ev": -17.592, "max_force_ha_per_bohr": 0.0672, "total_charge": 5, "e_tot_ha": -2936.4762, "species": ["O", "C", "C", "O", "H", "H", "H", "H", "C", "C", "N", "C", "C", "N", "C", "C", "H", "H", "H", "H", "H", "H", "H", "H", "H", "H", "H", "C", "C", "N", "C", "C", "N", "C", "C", "H", "H", "H", "H", "H", "H", "H", "H", "H", "H", "H", "C", "C", "N", "C", "C", "N", "C", "C", "H", "H", "H", "H", "H", "H", "H", "H", "H", "H", "H", "C", "C", "N", "C", "C", "N", "C", "C", "H", "H", "H", "H", "H", "H", "H", "H", "H", "H", "H", "C", "O", "C", "C", "N", "H", "H", "C", "C", "O", "C", "H", "H", "H", "H", "H", "H", "H", "H", "H", "H", "H", "H", "H", "H", "C", "O", "C", "C", "N", "H", "H", "C", "C", "O", "C", "H", "H", "H", "H", "H", "H", "H", "H", "H", "H", "H", "H", "H", "H", "C", "O", "C", "C", "N", "H", "H", "C", "C", "O", "C", "H", "H", "H", "H", "H", "H", "H", "H", "H", "H", "H", "H", "H", "H"], "positions_angstrom": [[-1.87, 0.77, 0.06], [-0.48, 0.91, -0.06], [0.51, -0.26, 0.29], [0.51, -1.47, -0.44], [-0.24, 1.84, 0.50], [-0.26, 1.27, -1.08], [0.71, -0.41, 1.37], [1.53, 0.15, 0.07], [2.65, 3.36, -8.36], [1.21, 2.94, -8.19], [0.60, 3.49, -6.98], [-0.33, 4.48, -6.84], [-0.78, 4.52, -5.56], [-0.13, 3.52, -4.89], [0.76, 2.95, -5.74], [-0.46, 3.07, -3.51], [3.20, 3.04, -7.47], [2.70, 4.43, -8.52], [3.06, 2.96, -9.29], [1.15, 1.85, -8.19], [0.61, 3.37, -9.00], [-0.68, 5.03, -7.70], [-1.52, 5.11, -5.04], [1.35, 2.06, -5.59], [-1.44, 2.60, -3.47], [-0.46, 3.97, -2.89], [0.27, 2.33, -3.18], [1.47, 4.47, 2.60], [1.70, 5.71, 3.46], [2.91, 5.44, 4.28], [2.99, 4.63, 5.38], [4.26, 4.53, 5.84], [5.00, 5.28, 4.96], [4.19, 5.82, 4.05], [6.45, 5.50, 4.92], [1.07, 3.60, 3.14], [2.32, 4.18, 1.97], [0.70, 4.63, 1.84], [0.88, 5.88, 4.15], [1.83, 6.57, 2.81], [2.10, 4.21, 5.81], [4.69, 3.99, 6.66], [4.43, 6.51, 3.25], [6.85, 5.42, 3.91], [7.02, 4.89, 5.62], [6.56, 6.51, 5.32], [5.50, -1.52, 5.17], [4.68, -2.83, 5.15], [3.90, -3.02, 3.90], [3.14, -2.13, 3.22], [2.47, -2.84, 2.23], [2.91, -4.12, 2.31], [3.78, -4.23, 3.34], [2.58, -5.20, 1.40], [5.94, -1.18, 6.10], [4.81, -0.70, 4.93], [6.27, -1.41, 4.40], [3.99, -2.64, 5.97], [5.25, -3.74, 5.33], [3.12, -1.10, 3.55], [1.79, -2.56, 1.43], [4.35, -5.10, 3.62], [2.64, -6.19, 1.85], [3.30, -5.16, 0.58], [1.56, -5.04, 1.06], [-0.61, -3.82, 3.59], [-1.27, -2.46, 3.72], [-2.58, -2.42, 3.10], [-3.56, -3.38, 3.20], [-4.62, -2.97, 2.45], [-4.20, -1.82, 1.80], [-2.96, -1.50, 2.22], [-4.95, -0.94, 0.89], [-1.28, -4.66, 3.76], [0.26, -3.92, 4.24], [-0.19, -4.14, 2.63], [-0.59, -1.74, 3.27], [-1.46, -2.23, 4.78], [-3.47, -4.26, 3.81], [-5.56, -3.46, 2.28], [-2.44, -0.62, 1.85], [-5.39, -1.59, 0.13], [-4.40, -0.16, 0.38], [-5.80, -0.54, 1.45], [-2.05, -4.89, -4.27], [-2.31, -3.84, -3.37], [-2.08, -4.16, -2.04], [-2.57, -3.03, -1.14], [-2.14, -1.63, -1.53], [-2.46, -0.90, -0.87], [-1.12, -1.66, -1.38], [-2.43, -1.06, -2.88], [-3.89, -1.34, -3.37], [-4.69, -0.78, -2.35], [-6.01, -0.39, -2.76], [-2.87, -5.60, -4.28], [-1.11, -5.42, -4.07], [-1.90, -4.63, -5.32], [-1.00, -4.21, -1.84], [-2.59, -5.07, -1.73], [-2.22, -3.15, -0.11], [-3.66, -2.97, -1.11], [-1.64, -1.36, -3.57], [-2.38, 0.02, -2.72], [-4.20, -2.38, -3.47], [-4.10, -0.86, -4.33], [-6.61, -1.29, -2.89], [-6.04, 0.20, -3.68], [-6.44, 0.22, -1.97], [5.89, -2.49, 0.72], [4.99, -2.82, -0.34], [4.17, -1.75, -0.71], [3.51, -2.21, -2.01], [2.55, -1.11, -2.46], [1.78, -1.10, -1.76], [2.92, -0.15, -2.44], [2.00, -1.25, -3.87], [1.25, -2.56, -4.04], [2.24, -3.58, -4.12], [1.68, -4.85, -4.27], [5.34, -2.18, 1.61], [6.57, -1.70, 0.39], [6.44, -3.39, 0.99], [4.76, -0.85, -0.94], [3.39, -1.56, 0.03], [2.85, -3.07, -1.91], [4.26, -2.28, -2.79], [2.82, -1.24, -4.59], [1.30, -0.44, -4.05], [0.72, -2.62, -4.99], [0.59, -2.70, -3.18], [2.49, -5.57, -4.40], [1.06, -5.04, -5.16], [1.13, -5.17, -3.38], [-6.70, 2.23, -0.56], [-5.77, 2.67, 0.39], [-4.71, 3.39, -0.21], [-3.70, 3.91, 0.82], [-3.13, 2.79, 1.64], [-3.89, 2.27, 2.11], [-2.72, 2.03, 1.05], [-2.19, 3.23, 2.71], [-1.93, 2.17, 3.75], [-3.17, 1.60, 4.07], [-3.22, 1.02, 5.35], [-7.31, 1.50, -0.03], [-6.29, 1.65, -1.40], [-7.38, 2.98, -0.98], [-5.13, 4.24, -0.75], [-4.10, 2.72, -0.83], [-4.15, 4.60, 1.53], [-2.90, 4.41, 0.28], [-2.66, 4.12, 3.13], [-1.27, 3.49, 2.18], [-1.39, 2.66, 4.57], [-1.20, 1.40, 3.47], [-3.43, 1.73, 6.15], [-2.31, 0.45, 5.58], [-4.00, 0.26, 5.36]]}

---

Entry 2:
{"formula": "C21H29NO", "method": "ωB97M-V with the def2-TZVPD basis set", "orbital_gap_ev": 9.19, "e_homo_ev": -8.352, "smiles": "CC[C@H](C)c1ccccc1OCCCN(C)Cc1ccccc1", "max_force_ha_per_bohr": 0.0118, "e_above_lowest_kj_mol": 38.51, "total_charge": 0, "e_tot_ha": -947.5861, "species": ["C", "C", "H", "H", "C", "C", "C", "C", "C", "C", "C", "O", "C", "C", "H", "C", "N", "C", "H", "H", "H", "C", "C", "C", "C", "C", "C", "C", "H", "H", "H", "H", "H", "H", "H", "H", "H", "H", "H", "H", "H", "H", "H", "H", "C", "H", "H", "H", "H", "H", "H", "H"], "positions_angstrom": [[3.50, -0.43, -3.81], [4.04, -0.78, -2.43], [4.56, -1.74, -2.47], [4.76, -0.02, -2.12], [2.92, -0.84, -1.38], [1.90, -1.89, -1.74], [2.25, -3.23, -1.83], [1.32, -4.21, -2.15], [0.00, -3.84, -2.37], [-0.38, -2.51, -2.28], [0.56, -1.53, -1.97], [0.28, -0.19, -1.89], [-1.06, 0.24, -1.80], [-1.71, -0.10, -0.46], [-2.74, 0.24, -0.48], [-0.93, 0.56, 0.69], [-1.30, 0.01, 1.98], [-0.29, 0.28, 2.98], [-0.12, 1.36, 3.15], [0.65, -0.17, 2.66], [-0.59, -0.17, 3.92], [-2.64, 0.37, 2.42], [-2.86, 1.85, 2.66], [-3.29, 2.67, 1.62], [-3.41, 4.04, 1.82], [-3.12, 4.60, 3.05], [-2.70, 3.78, 4.09], [-2.57, 2.42, 3.89], [-2.26, 1.79, 4.71], [-2.48, 4.21, 5.05], [-3.21, 5.66, 3.20], [-3.75, 4.67, 1.00], [-3.54, 2.25, 0.66], [-3.35, 0.01, 1.67], [-2.83, -0.18, 3.35], [-1.05, 1.65, 0.64], [0.13, 0.33, 0.53], [-1.70, -1.18, -0.30], [-1.66, -0.16, -2.63], [-1.00, 1.33, -1.92], [-1.41, -2.25, -2.46], [-0.74, -4.59, -2.62], [1.62, -5.24, -2.21], [3.27, -3.52, -1.66], [3.49, -1.11, 0.01], [4.17, -0.30, 0.30], [4.05, -2.04, 0.04], [2.69, -1.17, 0.74], [2.41, 0.13, -1.37], [2.97, 0.52, -3.79], [2.81, -1.20, -4.15], [4.31, -0.35, -4.53]]}

---

Entry 3:
{"formula": "C43H45ClF6NO", "method": "ωB97M-V with the def2-TZVPD basis set", "orbital_gap_ev": 7.36, "e_homo_ev": -10.387, "max_force_ha_per_bohr": 0.0103, "total_charge": 1, "e_tot_ha": -2854.6556, "species": ["C", "C", "Cl", "C", "C", "C", "O", "C", "C", "N", "H", "H", "H", "H", "H", "H", "H", "H", "H", "H", "H", "H", "H", "H", "H", "F", "C", "C", "C", "C", "C", "C", "H", "H", "H", "H", "H", "F", "C", "C", "C", "C", "C", "C", "H", "H", "H", "H", "H", "F", "C", "C", "C", "C", "C", "C", "H", "H", "H", "H", "H", "F", "C", "C", "C", "C", "C", "C", "H", "H", "H", "H", "H", "F", "C", "C", "C", "C", "C", "C", "H", "H", "H", "H", "H", "F", "C", "C", "C", "C", "C", "C", "H", "H", "H", "H", "H"], "positions_angstrom": [[4.18, -5.03, 0.02], [3.78, -3.92, -0.93], [5.09, -2.70, -1.03], [2.46, -3.22, -0.55], [1.29, -3.67, -1.42], [1.05, -5.18, -1.59], [-0.18, -5.61, -1.07], [-0.49, -5.21, 0.24], [-0.48, -3.68, 0.39], [0.02, -3.06, -0.88], [4.84, -4.65, 0.81], [4.71, -5.83, -0.49], [3.30, -5.46, 0.51], [3.70, -4.31, -1.94], [2.25, -3.38, 0.51], [2.58, -2.14, -0.69], [1.43, -3.22, -2.41], [0.99, -5.43, -2.65], [1.89, -5.74, -1.16], [-1.50, -5.58, 0.42], [0.16, -5.69, 0.98], [-1.46, -3.29, 0.60], [0.18, -3.33, 1.18], [0.21, -2.07, -0.69], [-0.72, -3.09, -1.59], [-1.39, -1.53, 2.17], [-2.16, -1.56, 3.31], [-2.59, -2.78, 3.79], [-3.39, -2.78, 4.93], [-3.74, -1.59, 5.55], [-3.27, -0.39, 5.03], [-2.46, -0.37, 3.90], [-2.33, -3.70, 3.29], [-3.75, -3.72, 5.33], [-4.39, -1.59, 6.41], [-3.55, 0.56, 5.48], [-2.10, 0.56, 3.48], [1.63, 3.87, -3.47], [2.25, 2.76, -3.02], [3.25, 2.91, -2.08], [3.89, 1.77, -1.62], [3.53, 0.51, -2.10], [2.53, 0.41, -3.06], [1.87, 1.54, -3.53], [3.51, 3.89, -1.72], [4.67, 1.86, -0.88], [4.03, -0.38, -1.74], [2.27, -0.56, -3.47], [1.10, 1.48, -4.28], [3.46, 8.76, -6.52], [2.63, 7.73, -6.77], [2.30, 6.87, -5.74], [1.44, 5.81, -6.01], [0.94, 5.63, -7.29], [1.29, 6.50, -8.31], [2.15, 7.57, -8.06], [2.71, 7.04, -4.75], [1.17, 5.14, -5.21], [0.27, 4.80, -7.50], [0.91, 6.36, -9.31], [2.44, 8.27, -8.83], [-3.27, 2.45, 1.85], [-2.04, 2.10, 1.40], [-1.96, 1.10, 0.45], [-0.70, 0.72, 0.03], [0.44, 1.31, 0.55], [0.32, 2.32, 1.50], [-0.94, 2.73, 1.93], [-2.87, 0.65, 0.07], [-0.61, -0.05, -0.73], [1.42, 1.01, 0.21], [1.20, 2.79, 1.91], [-1.06, 3.51, 2.67], [-6.09, 1.01, -0.62], [-6.26, 0.08, 0.35], [-5.58, 0.23, 1.54], [-5.73, -0.75, 2.51], [-6.53, -1.85, 2.29], [-7.22, -1.96, 1.09], [-7.09, -0.99, 0.10], [-4.90, 1.05, 1.73], [-5.17, -0.60, 3.42], [-6.63, -2.62, 3.05], [-7.87, -2.81, 0.91], [-7.62, -1.06, -0.84], [0.00, 0.82, 5.59], [1.11, 0.93, 4.82], [1.23, 0.10, 3.72], [2.37, 0.23, 2.93], [3.35, 1.15, 3.25], [3.19, 1.97, 4.36], [2.06, 1.86, 5.16], [0.45, -0.61, 3.49], [2.49, -0.41, 2.06], [4.23, 1.24, 2.63], [3.96, 2.69, 4.62], [1.92, 2.49, 6.03]]}

---

Entry 4:
{"formula": "C3H4O3", "method": "ωB97M-V with the def2-TZVPD basis set", "orbital_gap_ev": 9.03, "e_homo_ev": -9.846, "max_force_ha_per_bohr": 0.0867, "e_above_lowest_kj_mol": 395.66, "total_charge": 0, "e_tot_ha": -342.3052, "species": ["O", "C", "C", "O", "C", "O", "H", "H", "H", "H"], "positions_angstrom": [[0.33, 1.35, -0.01], [1.11, 0.41, -0.12], [0.60, -0.96, -0.12], [-0.91, -0.43, -0.74], [-1.29, 0.53, 0.20], [-1.43, 0.43, 1.40], [2.13, 0.68, -0.37], [1.33, -1.72, -0.51], [0.09, -1.31, 0.77], [-1.97, 1.03, -0.51]]}